1.
Below is C76H72BClF10N2O4S as an isolated structure, with properties calculated with the ωB97M-V functional and the def2-TZVPD basis.

Structure (XYZ):
```
167
Properties=species:S:1:pos:R:3
C 4.026 -0.540 4.434
O 3.910 -0.300 3.050
C 4.413 -1.411 2.288
C 3.985 -1.213 0.837
C 4.922 -1.941 -0.178
C 4.814 -1.323 -1.594
C 3.366 -0.976 -2.065
C 3.039 0.559 -1.982
C 1.864 0.821 -1.057
C 0.666 0.046 -1.325
C -0.456 0.169 -0.593
C -1.678 -0.637 -0.950
C -1.927 -1.828 -0.002
O -1.357 -2.005 1.030
Cl -3.215 -3.052 -0.460
C -0.406 1.084 0.507
N -1.442 1.271 1.328
S -0.879 2.363 2.394
N 0.622 2.658 1.847
C 0.770 1.858 0.783
C 1.940 1.723 -0.051
B 3.212 2.631 0.254
O 3.015 3.998 0.224
O 4.472 2.144 0.497
C 5.074 2.629 1.696
H 4.902 -1.156 4.703
H 3.128 -1.029 4.857
H 4.114 0.423 4.955
H 5.510 -1.402 2.414
H 3.965 -2.327 2.714
H 2.932 -1.460 0.671
H 4.079 -0.138 0.616
H 5.942 -1.796 0.219
H 4.740 -3.019 -0.160
H 5.433 -0.425 -1.723
H 5.204 -2.077 -2.299
H 3.286 -1.298 -3.114
H 2.666 -1.578 -1.488
H 3.926 1.165 -1.769
H 2.698 0.833 -2.997
H 0.661 -0.667 -2.151
H -2.584 -0.015 -1.027
H -1.521 -1.049 -1.959
H 2.063 4.156 0.260
H 4.861 1.934 2.524
H 4.725 3.623 2.004
H 6.169 2.681 1.613
F 4.419 0.194 7.330
C 4.983 -0.826 8.006
C 6.354 -0.987 7.962
C 6.933 -2.035 8.662
C 6.136 -2.912 9.387
C 4.759 -2.737 9.417
C 4.176 -1.684 8.726
H 6.956 -0.297 7.384
H 8.006 -2.169 8.642
H 6.590 -3.731 9.929
H 4.137 -3.422 9.978
H 3.105 -1.527 8.744
F -3.691 0.651 -4.652
C -4.432 1.500 -3.905
C -4.563 2.813 -4.309
C -5.328 3.681 -3.543
C -5.941 3.226 -2.382
C -5.794 1.903 -1.988
C -5.038 1.030 -2.757
H -4.072 3.150 -5.213
H -5.446 4.708 -3.850
H -6.534 3.906 -1.783
H -6.269 1.550 -1.082
H -4.917 -0.009 -2.475
F -3.471 5.811 -3.280
C -3.939 6.832 -2.534
C -3.762 8.128 -2.979
C -4.250 9.176 -2.211
C -4.895 8.919 -1.008
C -5.058 7.610 -0.575
C -4.583 6.557 -1.344
H -3.250 8.309 -3.915
H -4.124 10.196 -2.552
H -5.269 9.735 -0.411
H -5.557 7.408 0.364
H -4.707 5.530 -1.027
F 2.076 -3.250 -0.327
C 1.943 -4.476 0.233
C 3.068 -5.227 0.513
C 2.917 -6.478 1.092
C 1.650 -6.969 1.373
C 0.529 -6.204 1.079
C 0.674 -4.946 0.511
H 4.045 -4.836 0.283
H 3.791 -7.072 1.325
H 1.536 -7.945 1.819
H -0.461 -6.587 1.293
H -0.188 -4.332 0.285
F 1.825 -9.504 0.141
C 1.497 -9.727 -1.146
C 1.847 -8.789 -2.098
C 1.515 -9.020 -3.425
C 0.831 -10.175 -3.780
C 0.483 -11.105 -2.809
C 0.822 -10.884 -1.482
H 2.373 -7.891 -1.798
H 1.789 -8.297 -4.182
H 0.569 -10.351 -4.816
H -0.054 -12.003 -3.085
H 0.567 -11.600 -0.711
F -2.871 2.754 -9.049
C -3.164 1.447 -8.901
C -3.139 0.890 -7.638
C -3.445 -0.455 -7.485
C -3.764 -1.224 -8.597
C -3.780 -0.648 -9.861
C -3.484 0.698 -10.017
H -2.881 1.504 -6.787
H -3.436 -0.901 -6.501
H -3.999 -2.274 -8.478
H -4.024 -1.249 -10.728
H -3.500 1.167 -10.992
F 6.088 -5.525 0.026
C 6.795 -6.557 -0.481
C 7.948 -6.292 -1.192
C 8.680 -7.351 -1.711
C 8.244 -8.656 -1.522
C 7.080 -8.904 -0.809
C 6.351 -7.849 -0.279
H 8.266 -5.268 -1.336
H 9.589 -7.157 -2.265
H 8.814 -9.480 -1.932
H 6.738 -9.920 -0.664
H 5.446 -8.024 0.287
F 5.237 6.963 8.486
C 4.956 5.654 8.630
C 4.981 5.095 9.892
C 4.687 3.746 10.039
C 4.382 2.976 8.925
C 4.365 3.553 7.663
C 4.649 4.903 7.512
H 5.229 5.711 10.747
H 4.696 3.297 11.024
H 4.156 1.925 9.041
H 4.131 2.951 6.794
H 4.633 5.374 6.537
F -7.395 10.387 -0.692
C -7.934 10.785 -1.862
C -9.275 10.558 -2.095
C -9.831 10.972 -3.298
C -9.038 11.596 -4.252
C -7.689 11.812 -4.002
C -7.132 11.409 -2.797
H -9.875 10.064 -1.342
H -10.883 10.807 -3.491
H -9.472 11.914 -5.191
H -7.070 12.295 -4.747
H -6.086 11.577 -2.581
F -8.595 1.478 -0.022
C -8.879 0.168 0.121
C -8.848 -0.395 1.382
C -9.144 -1.742 1.526
C -9.456 -2.509 0.411
C -9.478 -1.928 -0.849
C -9.192 -0.578 -0.998
H -8.594 0.218 2.237
H -9.130 -2.195 2.509
H -9.682 -3.562 0.526
H -9.717 -2.526 -1.719
H -9.212 -0.105 -1.971
```

HOMO ... -8.77 eV
Frontier orbital gap ... 8.443 eV
LUMO ... -0.3 eV

Here are the Löwdin charges for atoms 1 to 8, given in e:
1. C -0.13
2. O -0.21
3. C -0.20
4. C -0.16
5. C -0.17
6. C -0.18
7. C -0.17
8. C -0.11

***

2.
Below is a 14-piece molecular cluster, C77H98BrF36N13OP6 overall, with properties calculated with the ωB97M-V functional and the def2-TZVPD basis.

Structure (XYZ):
```
232
Properties=species:S:1:pos:R:3
C -0.025 7.882 -2.446
N 1.350 7.931 -3.056
C 2.319 7.151 -2.582
C 3.605 7.128 -3.189
C 3.819 7.967 -4.227
C 2.833 8.855 -4.715
C 1.585 8.821 -4.041
C 5.081 7.997 -5.019
C 5.522 6.876 -5.723
C 6.482 7.041 -6.704
N 7.016 8.217 -6.988
C 6.720 9.263 -6.208
C 5.782 9.190 -5.225
C 7.970 8.313 -8.120
H 0.090 7.352 -1.545
H -0.717 7.281 -3.083
H -0.445 8.909 -2.312
H 1.945 6.488 -1.879
H 4.368 6.436 -2.913
H 2.935 9.519 -5.541
H 0.739 9.345 -4.435
H 5.017 5.921 -5.542
H 6.794 6.188 -7.382
H 7.123 10.223 -6.538
H 5.697 10.071 -4.580
H 8.692 7.537 -8.027
H 8.411 9.251 -8.068
H 7.454 8.244 -9.099
C -0.591 1.912 -7.248
N 0.332 0.745 -7.413
C 1.612 0.899 -7.146
C 2.462 -0.186 -7.112
C 2.009 -1.473 -7.486
C 0.667 -1.509 -7.891
C -0.148 -0.419 -7.815
C 2.883 -2.647 -7.665
C 2.466 -3.620 -8.553
C 3.240 -4.760 -8.581
N 4.298 -4.936 -7.725
C 4.608 -4.045 -6.757
C 3.864 -2.846 -6.706
C 5.303 -6.015 -8.004
H -0.264 2.404 -6.334
H -1.629 1.627 -7.166
H -0.303 2.471 -8.158
H 1.947 1.965 -7.001
H 3.575 0.041 -6.798
H 0.316 -2.484 -8.233
H -1.194 -0.462 -7.926
H 1.701 -3.369 -9.265
H 3.130 -5.597 -9.303
H 5.447 -4.285 -6.115
H 3.988 -2.184 -5.833
H 5.651 -6.449 -7.116
H 6.174 -5.552 -8.466
H 4.913 -6.830 -8.665
C -5.523 7.287 6.570
N -4.347 6.464 6.221
C -4.275 5.717 5.128
C -3.187 5.039 4.785
C -2.113 4.978 5.652
C -2.204 5.667 6.809
C -3.312 6.486 7.030
C -0.918 4.239 5.238
C 0.286 4.843 5.390
C 1.487 4.128 5.190
N 1.415 2.852 4.785
C 0.276 2.251 4.516
C -0.966 2.910 4.713
C 2.725 2.230 4.454
H -6.326 7.027 5.892
H -5.262 8.330 6.703
H -5.925 6.944 7.500
H -5.147 5.751 4.536
H -3.224 4.426 3.875
H -1.434 5.624 7.587
H -3.359 7.007 8.009
H 0.259 5.835 5.738
H 2.470 4.581 5.275
H 0.398 1.263 4.216
H -1.887 2.421 4.611
H 3.492 2.762 5.064
H 2.895 2.487 3.402
H 2.766 1.184 4.558
C 0.810 1.837 0.080
N 0.004 0.531 0.039
C -1.221 0.470 0.537
C -1.951 -0.693 0.309
C -1.412 -1.778 -0.364
C -0.120 -1.659 -0.804
C 0.586 -0.490 -0.632
C -2.310 -2.966 -0.475
C -3.435 -2.881 -1.367
C -4.373 -3.885 -1.337
N -4.153 -4.961 -0.590
C -3.020 -5.140 0.100
C -2.129 -4.143 0.239
C -5.138 -6.073 -0.506
H 0.181 2.536 0.744
H 0.788 2.321 -0.890
H 1.820 1.639 0.553
H -1.612 1.248 1.112
H -2.951 -0.705 0.780
H 0.297 -2.490 -1.358
H 1.618 -0.276 -0.956
H -3.576 -2.019 -2.025
H -5.357 -3.925 -1.822
H -2.842 -6.170 0.524
H -1.241 -4.193 0.895
H -5.150 -6.746 -1.374
H -6.086 -5.574 -0.320
H -4.755 -6.726 0.336
C -1.625 -2.990 6.676
N -3.096 -2.976 6.606
C -3.677 -1.846 6.232
C -5.041 -1.708 6.349
C -5.793 -2.781 6.870
C -5.159 -3.895 7.407
C -3.762 -3.977 7.229
C -7.258 -2.789 6.902
C -8.040 -2.835 8.099
C -9.376 -3.089 8.047
N -10.000 -3.112 6.880
C -9.303 -2.857 5.778
C -7.973 -2.703 5.734
C -11.495 -3.232 6.727
H -1.218 -3.978 6.791
H -1.314 -2.295 7.449
H -1.300 -2.635 5.670
H -3.074 -1.097 5.714
H -5.496 -0.759 6.108
H -5.637 -4.763 7.725
H -3.080 -4.663 7.670
H -7.552 -2.879 9.027
H -10.020 -3.155 8.914
H -9.988 -2.966 4.933
H -7.451 -2.643 4.754
H -11.966 -3.942 7.412
H -11.723 -3.659 5.746
H -11.968 -2.247 6.820
C 3.233 -4.322 0.870
N 4.424 -5.072 1.226
C 4.103 -6.218 1.894
C 5.093 -7.082 2.324
C 6.457 -6.801 2.049
C 6.692 -5.704 1.213
C 5.687 -4.815 0.890
C 7.602 -7.697 2.583
C 7.450 -8.480 3.733
C 8.464 -9.260 4.186
N 9.592 -9.327 3.439
C 9.744 -8.629 2.322
C 8.819 -7.667 1.906
C 10.790 -10.047 3.960
H 2.620 -4.931 0.246
H 3.441 -3.303 0.505
H 2.688 -4.152 1.785
H 3.057 -6.256 2.084
H 4.731 -7.921 2.881
H 7.686 -5.474 0.861
H 5.913 -3.949 0.299
H 6.580 -8.372 4.343
H 8.520 -9.797 5.103
H 10.692 -8.701 1.850
H 9.035 -7.113 0.929
H 10.507 -11.044 4.102
H 11.195 -9.526 4.854
H 11.625 -9.986 3.272
C -4.864 2.837 -2.367
N -4.188 3.686 -1.387
C -4.430 5.144 -1.597
C -4.596 3.311 0.021
C -2.749 3.218 -1.402
C -1.912 3.727 -2.518
O -1.566 5.116 -2.497
H -4.428 2.944 -3.361
H -5.912 3.158 -2.352
H -4.931 1.840 -1.991
H -3.790 5.741 -1.058
H -5.458 5.390 -1.233
H -4.277 5.411 -2.630
H -5.659 3.205 0.063
H -4.224 4.014 0.741
H -4.203 2.324 0.217
H -2.775 2.113 -1.429
H -2.387 3.538 -0.401
H -2.497 3.577 -3.436
H -0.998 3.118 -2.638
H -1.099 5.309 -1.693
Br 0.173 5.102 0.426
P -5.027 -3.939 2.956
F -4.252 -2.597 3.268
F -5.212 -4.241 4.536
F -6.428 -3.027 2.905
F -5.778 -5.293 2.615
F -4.966 -3.536 1.341
F -3.651 -4.779 2.846
P 5.079 -5.113 -2.880
F 5.372 -3.536 -2.942
F 3.868 -4.927 -3.984
F 6.134 -5.420 -4.092
F 4.701 -6.687 -2.859
F 6.217 -5.322 -1.758
F 4.038 -4.770 -1.725
P -4.748 1.247 3.468
F -4.613 -0.121 2.629
F -5.735 1.753 2.318
F -5.948 0.759 4.414
F -4.800 2.584 4.286
F -3.678 0.725 4.580
F -3.425 1.792 2.562
P 1.869 4.478 -5.180
F 2.393 5.949 -5.642
F 3.393 4.201 -4.734
F 1.461 4.970 -3.689
F 1.518 2.981 -4.742
F 0.388 4.877 -5.638
F 2.137 3.991 -6.698
P -1.760 -0.211 -4.080
F -0.197 -0.002 -4.443
F -2.074 1.278 -4.767
F -1.965 -0.912 -5.559
F -3.271 -0.439 -3.668
F -1.374 -1.633 -3.439
F -1.502 0.559 -2.635
P 1.224 -1.600 3.400
F 2.584 -2.469 3.223
F 0.375 -2.898 3.758
F 1.449 -1.382 4.969
F -0.128 -0.645 3.554
F 2.118 -0.187 3.023
F 0.983 -1.781 1.836
```

HOMO ... -16.31 eV
Frontier orbital gap ... 5.876 eV
LUMO ... -10.4 eV
Charge ... +6

Here are the Löwdin charges for atoms 1 to 8, given in e:
1. C 0.04
2. N -0.05
3. C 0.03
4. C 0.06
5. C -0.17
6. C 0.08
7. C 0.03
8. C -0.12